Density functional theory data (ωB97M-V/def2-TZVPD) for a structure of composition C44H47N3P2S3Ti in a non-equilibrium geometry.

The geometry in XYZ format:
```
100
Properties=species:S:1:pos:R:3:mulliken_charge:R:1
Ti 7.9957 -20.1677 -4.4663 -0.134
C 6.1320 -22.4603 -5.0070 -1.287
N 6.2736 -21.0844 -5.4893 1.276
C 6.7072 -21.1106 -6.9022 -1.335
C 8.2492 -21.5664 -6.9522 -0.927
N 9.1683 -20.5778 -6.3192 1.645
C 9.3346 -19.4508 -7.2046 -1.150
C 10.4871 -21.1221 -5.8693 -0.028
C 11.1602 -22.2021 -6.4587 -0.323
C 12.4855 -22.4218 -6.1762 -0.870
C 13.2192 -21.5219 -5.4614 -0.675
C 12.5912 -20.3416 -4.9139 -0.797
C 11.2564 -20.1525 -5.1505 0.810
S 10.1315 -18.8714 -4.3388 -0.570
C 5.0969 -20.2854 -5.1637 -0.600
C 3.8410 -20.8690 -5.2305 -0.223
C 2.6926 -20.0879 -5.0066 -0.925
C 2.8049 -18.7060 -4.8909 -0.485
C 4.0574 -18.0925 -5.0574 -0.961
C 5.1958 -18.8816 -4.9693 1.044
S 6.8123 -18.2449 -4.5933 -0.568
H 5.5751 -22.5751 -4.0556 0.356
H 7.1713 -22.8832 -4.9154 0.062
H 5.6568 -23.0501 -5.8048 0.477
H 6.5759 -20.1023 -7.3183 0.367
H 6.1287 -21.8364 -7.5351 0.360
H 8.4784 -21.7710 -8.0219 0.448
H 8.3724 -22.4919 -6.3657 0.419
H 9.8443 -19.7372 -8.1971 0.228
H 9.9706 -18.5911 -6.8252 0.343
H 8.3250 -19.0711 -7.4661 0.356
H 10.7093 -22.8685 -7.2131 0.398
H 12.9624 -23.3308 -6.5019 0.445
H 14.3082 -21.6874 -5.2624 0.410
H 13.2666 -19.6280 -4.4617 0.492
H 3.6912 -21.9394 -5.3859 0.381
H 1.7298 -20.5469 -4.9851 0.460
H 1.9275 -18.0764 -4.7490 0.419
H 4.2244 -17.0069 -5.2457 0.378
C 12.5804 -17.5239 3.1671 -0.605
S 11.4979 -18.8901 3.7022 -0.116
C 10.1644 -18.9398 2.5327 -0.883
C 10.3985 -19.1792 1.0547 0.204
C 9.1727 -19.4431 0.2159 -1.088
N 9.5070 -19.7002 -1.1772 0.343
P 8.4185 -20.7873 -2.0577 1.180
C 9.2519 -22.3674 -1.8019 0.086
C 9.6320 -22.8605 -0.4813 -0.286
C 10.4870 -23.9250 -0.3718 -0.727
C 10.9145 -24.6522 -1.4580 -0.847
C 10.4158 -24.2763 -2.6805 -0.710
C 9.6435 -23.1256 -2.8865 -0.081
C 6.7096 -21.0041 -1.2367 1.170
C 5.9560 -19.8756 -1.0897 -0.077
C 4.9042 -19.8971 -0.1473 -0.938
C 4.5326 -21.1064 0.4064 -0.585
C 5.1379 -22.3155 0.0105 -0.587
C 6.2231 -22.2701 -0.7948 -0.563
P 10.5787 -18.8756 -2.1498 0.765
C 12.1283 -19.6843 -1.6648 1.379
C 13.0973 -18.9058 -1.1135 -0.707
C 14.3893 -19.4782 -0.8589 -0.962
C 14.6683 -20.7420 -1.2773 -0.847
C 13.6762 -21.5271 -1.7521 -0.865
C 12.4245 -21.0083 -1.9612 -0.594
C 10.4492 -17.1006 -2.0391 0.524
C 9.3115 -16.4748 -1.4683 -0.194
C 9.0372 -15.1276 -1.6740 -0.991
C 9.9245 -14.3284 -2.3812 -0.431
C 11.0647 -14.8849 -2.9776 -0.793
C 11.3620 -16.2125 -2.7155 -0.289
H 13.5535 -17.5752 3.6616 0.354
H 12.1846 -16.5172 3.4885 0.276
H 12.7550 -17.5311 2.0501 0.038
H 9.6003 -18.0549 2.7511 0.405
H 9.4843 -19.8066 2.7274 0.340
H 11.1406 -19.9536 0.8351 0.344
H 10.9806 -18.3231 0.6810 0.082
H 8.4452 -18.5577 0.3115 0.245
H 8.5646 -20.2629 0.6860 0.625
H 9.3237 -22.3094 0.3958 0.418
H 11.0347 -24.1015 0.5717 0.335
H 11.5976 -25.4952 -1.4140 0.435
H 10.7989 -24.8824 -3.5035 0.361
H 9.5106 -22.7309 -3.9015 0.045
H 6.1813 -18.9416 -1.5739 0.483
H 4.3584 -18.9985 0.1117 0.457
H 3.8514 -21.0600 1.2560 0.385
H 4.8832 -23.2727 0.3874 0.506
H 6.9437 -23.1094 -0.8066 0.247
H 12.9898 -17.8278 -0.9138 0.446
H 15.2515 -18.8456 -0.5442 0.333
H 15.6621 -21.1128 -1.2601 0.494
H 13.8415 -22.5865 -1.9672 0.469
H 11.6596 -21.6113 -2.4069 0.601
H 8.6139 -16.9996 -0.8369 0.111
H 8.1173 -14.6930 -1.3098 0.459
H 9.8743 -13.2088 -2.4703 0.337
H 11.8287 -14.2773 -3.4673 0.442
H 12.3315 -16.5995 -3.0263 0.327
```

## Properties
HOMO energy (spin up / spin down): -7.27 / -7.18 eV
LUMO level (spin up / spin down): -2.8 / -2.7 eV
<S²>: 0.78
net charge: +1
spin multiplicity: 2
energy above the lowest of the compared OMol25 structures with the same formula, charge and spin: 602.0 kJ/mol

---

Density functional theory data (ωB97M-V/def2-TZVPD) for a structure of composition C44H48AsClF6N4O5P2Se2Ta.

The geometry in XYZ format:
```
114
Properties=species:S:1:pos:R:3:mulliken_charge:R:1
Ta -0.2032 3.3225 -1.9990 -1.289
O 0.1761 4.3295 -5.9556 -0.533
C 0.3977 3.8960 -4.8748 0.195
O -0.4750 3.9097 -3.8337 -0.104
C 1.6811 3.2528 -4.4249 0.538
C 2.8900 3.2209 -5.0956 -0.846
C 3.9849 2.6766 -4.4330 -0.478
C 3.8582 2.1858 -3.1317 -0.681
C 2.6096 2.2402 -2.5533 -0.096
N 1.5700 2.7580 -3.2010 -0.001
C 2.2643 1.9274 -1.1249 0.772
O 3.0114 1.5108 -0.2997 -0.483
O 0.9746 2.2864 -0.8688 2.529
H 2.9649 3.6280 -6.0942 0.581
H 4.9513 2.6611 -4.9181 0.501
H 4.6995 1.7886 -2.5815 0.636
Se -2.6748 3.7957 -1.5323 -0.218
P -2.9761 2.2343 -3.0771 -0.007
Se -1.1370 1.0503 -2.7803 -0.098
C -3.2010 2.9612 -4.6806 0.917
C -3.6892 4.2579 -4.8233 -0.296
C -3.9175 4.7565 -6.0960 -0.788
C -3.6557 3.9698 -7.2085 -0.476
C -3.1694 2.6771 -7.0631 -0.769
C -2.9396 2.1661 -5.7979 -0.379
C -4.3873 1.2373 -2.6262 1.403
C -5.5887 1.8997 -2.3667 -0.413
C -6.7113 1.1680 -2.0264 -0.832
C -6.6357 -0.2176 -1.9440 -0.472
C -5.4428 -0.8742 -2.2035 -0.803
C -4.3097 -0.1492 -2.5418 -0.299
H -3.8803 4.8793 -3.9580 0.411
H -4.2926 5.7624 -6.2185 0.430
H -3.8274 4.3684 -8.1988 0.437
H -2.9669 2.0707 -7.9344 0.448
H -2.5568 1.1582 -5.6835 0.436
H -5.6523 2.9800 -2.4325 0.406
H -7.6439 1.6747 -1.8251 0.420
H -7.5148 -0.7867 -1.6757 0.412
H -5.3917 -1.9517 -2.1408 0.439
H -3.3804 -0.6688 -2.7420 0.225
F 1.7453 4.7801 -1.4239 -0.189
P 0.8095 5.9774 -0.7138 1.583
F -0.0838 5.7659 -2.0829 -0.439
F -0.2939 6.8693 -0.0848 -0.328
F 1.6665 7.1111 -1.3196 -0.290
F 1.6153 5.8123 0.6191 -0.386
F -0.1533 4.5298 -0.2005 -0.508
C -2.0388 -5.8299 2.2984 -1.622
C -0.5701 -5.5652 2.6701 1.293
C 0.2658 -6.6504 1.9734 -1.576
C -0.4413 -5.7465 4.1866 -1.802
C -0.1427 -4.1061 2.2548 2.040
O -1.2338 -3.1936 2.5198 -0.673
C 1.0342 -3.5189 3.0443 0.113
C 2.4451 -4.1123 2.9693 -1.736
C 3.1913 -3.6204 1.7535 -0.122
C 3.5681 -4.4398 0.6990 0.055
C 4.2269 -3.9224 -0.4100 -1.056
C 4.5212 -2.5729 -0.4507 0.309
Cl 5.3167 -1.8967 -1.8500 -0.224
C 4.1938 -1.7378 0.6045 -0.956
C 3.5310 -2.2706 1.6942 0.144
C 0.0354 -4.0625 0.7427 -2.403
N 0.3335 -2.7505 0.1788 1.142
C -0.2838 -1.5703 0.2746 -0.680
N 0.3473 -0.6576 -0.4532 0.206
C 1.3718 -1.3755 -0.9870 -0.936
N 1.3991 -2.6361 -0.6398 -0.830
H -2.2753 -6.8670 2.5345 0.467
H -2.2398 -5.6877 1.2375 0.311
H -2.7362 -5.2041 2.8540 0.350
H -0.0060 -7.6213 2.3872 0.533
H 1.3374 -6.5285 2.1141 0.186
H 0.0671 -6.6962 0.9037 0.341
H -0.8763 -6.7034 4.4726 0.547
H -0.9764 -4.9760 4.7481 0.342
H 0.5954 -5.7437 4.5210 0.286
H -1.6298 -3.4406 3.3626 0.596
H 0.7059 -3.5058 4.0854 1.051
H 1.1067 -2.4695 2.7499 -1.056
H 2.4474 -5.1985 3.0334 0.682
H 2.9850 -3.7628 3.8532 0.376
H 3.3427 -5.4989 0.7288 0.453
H 4.5050 -4.5610 -1.2359 0.467
H 4.4542 -0.6888 0.5668 0.544
H 3.2753 -1.6228 2.5249 0.602
H -0.8735 -4.4391 0.2765 0.473
H 0.8752 -4.6742 0.4267 0.522
H -1.1723 -1.4322 0.8649 0.596
H 2.1202 -0.9662 -1.6457 0.598
C 1.4633 3.9071 3.6880 -1.163
As 1.2127 2.7723 2.1498 0.633
C -0.6943 2.5625 2.0400 -1.095
C 1.9116 0.9503 2.5117 0.965
C 1.4647 0.6100 3.8870 -0.292
C 2.2945 0.8770 4.9800 -0.278
C 1.9030 0.5228 6.2587 -0.896
C 0.6676 -0.0823 6.4610 -0.611
C -0.1674 -0.3461 5.3821 -1.007
C 0.2275 -0.0046 4.1003 0.362
H 0.8845 3.4882 4.5101 0.395
H 1.1030 4.9038 3.4407 0.440
H 2.5176 3.9626 3.9467 0.407
H -1.0139 2.0913 2.9694 0.680
H -0.9465 1.9326 1.1871 0.071
H -1.1669 3.5379 1.9461 0.449
H 2.9902 1.0038 2.3836 0.888
H 1.4854 0.3400 1.7150 -1.425
H 3.2566 1.3489 4.8202 0.510
H 2.5579 0.7121 7.0971 0.475
H 0.3583 -0.3518 7.4611 0.442
H -1.1247 -0.8228 5.5445 0.486
H -0.4057 -0.2504 3.2554 0.388
```

## Properties
HOMO energy (spin up / spin down): -12.48 / -12.48 eV
LUMO level (spin up / spin down): -6.7 / -7.7 eV
<S²>: 0.76
net charge: +2
spin multiplicity: 2
energy above the lowest of the compared OMol25 structures with the same formula, charge and spin: 186.3 kJ/mol

---

- Among the records above, which one has the highest energy above the lowest of the compared OMol25 structures with the same formula, charge and spin?
  C44H47N3P2S3Ti

---

- Look up the energy above the lowest of the compared OMol25 structures with the same formula, charge and spin of the second one.
  186.3 kJ/mol

---

- Look up the net charge of the first one.
  +1

---

- <S²> of number 1 (C44H47N3P2S3Ti)?
  0.78